A single C6H9N3O molecule in a non-equilibrium geometry, computed with wB97M-V/def2-TZVPD.

Results
Frontier orbital gap   9.2895 eV
HOMO energy   -0.3127 hartree

```
! RIJCOSX wB97M-V def2-TZVPD def2/J DEFGRID3
* xyz 0 1
H 1.120 2.055 -1.951
N 0.769 0.554 -0.428
H 0.970 -2.487 1.308
H -1.275 -2.049 1.548
O -1.177 1.867 -0.531
C 1.424 -0.685 0.166
C -2.695 -0.056 0.476
N 2.675 -0.811 0.035
C 0.564 -1.646 0.762
N -1.227 -0.189 0.391
H 2.331 2.053 -0.729
C 1.634 1.343 -1.270
C -0.724 -1.275 0.933
H -3.267 -0.963 0.255
H -3.204 0.735 -0.202
H 3.216 -0.150 -0.357
H -2.904 0.119 1.565
C -0.585 0.882 -0.240
H 2.356 0.704 -1.731
*
```